No. 1
{"formula": "C40H81N9O2", "method": "wB97M-V/def2-TZVPD", "charge": 0, "multiplicity": 1, "gap_ha": 0.272, "symbols": ["C", "C", "N", "C", "C", "C", "O", "C", "C", "C", "C", "N", "C", "C", "C", "C", "C", "N", "N", "N", "C", "C", "O", "H", "H", "H", "H", "H", "H", "H", "H", "H", "H", "H", "H", "H", "H", "H", "H", "H", "H", "H", "H", "H", "C", "C", "N", "C", "C", "C", "C", "H", "H", "H", "H", "H", "H", "H", "H", "H", "H", "H", "H", "H", "H", "H", "C", "C", "N", "C", "C", "C", "C", "H", "H", "H", "H", "H", "H", "H", "H", "H", "H", "H", "H", "H", "H", "H", "C", "C", "N", "C", "C", "C", "C", "H", "H", "H", "H", "H", "H", "H", "H", "H", "H", "H", "H", "H", "H", "H", "C", "C", "N", "C", "C", "C", "C", "H", "H", "H", "H", "H", "H", "H", "H", "H", "H", "H", "H", "H", "H", "H"], "positions_angstrom": [[-4.475, 3.768, -2.499], [-5.464, 4.152, -3.677], [-4.858, 4.036, -5.040], [-4.403, 2.683, -5.293], [-3.266, 2.427, -6.004], [-2.809, 0.944, -6.197], [-2.322, 0.542, -7.226], [-3.091, 0.034, -4.947], [-2.148, -1.001, -4.527], [-0.841, -1.260, -5.347], [0.260, -2.024, -4.552], [0.165, -3.242, -4.176], [-2.511, -1.752, -3.309], [-3.756, -1.505, -2.570], [-4.713, -0.462, -2.994], [-5.996, -0.216, -2.149], [-7.352, -0.681, -2.871], [-7.974, -1.762, -2.027], [-7.123, -1.287, -4.193], [-8.348, 0.431, -2.882], [-4.341, 0.296, -4.190], [-5.232, 1.463, -4.739], [-6.437, 1.436, -4.784], [-4.820, 2.877, -1.912], [-3.425, 3.559, -2.845], [-4.429, 4.628, -1.778], [-6.420, 3.586, -3.576], [-5.734, 5.237, -3.528], [-3.980, 4.565, -4.949], [-2.630, 3.234, -6.434], [-0.426, -0.311, -5.783], [-1.120, -1.924, -6.218], [1.222, -1.484, -4.300], [1.024, -3.518, -3.684], [-1.817, -2.532, -2.925], [-3.926, -2.119, -1.659], [-6.037, 0.863, -1.860], [-5.908, -0.884, -1.244], [-7.949, -1.433, -1.053], [-8.970, -1.703, -2.281], [-7.344, -2.286, -4.110], [-7.763, -0.935, -4.906], [-7.871, 1.336, -2.795], [-8.825, 0.490, -3.784], [0.431, 1.093, -2.102], [1.612, 1.808, -1.462], [2.434, 0.943, -0.631], [3.382, 1.673, 0.201], [4.484, 2.467, -0.502], [2.960, -0.253, -1.274], [3.825, -0.070, -2.523], [-0.183, 0.593, -1.351], [-0.202, 1.815, -2.624], [0.752, 0.352, -2.838], [1.204, 2.609, -0.838], [2.201, 2.298, -2.251], [3.845, 0.981, 0.912], [2.812, 2.370, 0.826], [5.261, 1.813, -0.899], [4.971, 3.135, 0.216], [4.098, 3.089, -1.312], [2.114, -0.895, -1.540], [3.520, -0.840, -0.540], [3.403, 0.652, -3.224], [3.910, -1.024, -3.052], [4.839, 0.241, -2.272], [7.149, 1.589, 2.638], [8.649, 1.836, 2.537], [9.215, 1.513, 1.233], [10.672, 1.474, 1.233], [11.421, 2.778, 1.517], [8.610, 2.174, 0.083], [8.597, 3.703, 0.070], [6.897, 0.562, 2.363], [6.814, 1.751, 3.666], [6.579, 2.270, 2.001], [9.126, 1.203, 3.292], [8.857, 2.876, 2.825], [11.021, 1.069, 0.278], [10.987, 0.736, 1.980], [11.390, 3.457, 0.665], [12.475, 2.560, 1.710], [11.032, 3.299, 2.394], [7.576, 1.827, -0.007], [9.091, 1.819, -0.834], [8.295, 4.130, 1.028], [7.884, 4.056, -0.681], [9.570, 4.112, -0.203], [7.995, 3.283, 6.309], [7.461, 3.203, 7.732], [6.112, 2.665, 7.819], [5.499, 2.854, 9.128], [6.132, 2.140, 10.323], [5.904, 1.356, 7.215], [6.761, 0.193, 7.720], [7.318, 3.848, 5.664], [8.962, 3.790, 6.304], [8.146, 2.293, 5.873], [7.457, 4.222, 8.132], [8.170, 2.631, 8.346], [4.441, 2.578, 9.072], [5.494, 3.929, 9.342], [5.912, 1.072, 10.320], [5.721, 2.545, 11.252], [7.215, 2.274, 10.363], [6.065, 1.450, 6.136], [4.849, 1.082, 7.306], [7.814, 0.462, 7.826], [6.709, -0.636, 7.008], [6.402, -0.190, 8.675], [-8.539, -5.238, -2.292], [-9.043, -5.327, -0.859], [-10.380, -5.892, -0.744], [-10.969, -5.713, 0.576], [-10.298, -6.413, 1.759], [-10.575, -7.205, -1.342], [-9.686, -8.351, -0.853], [-9.239, -4.686, -2.924], [-7.583, -4.711, -2.314], [-8.376, -6.225, -2.732], [-9.059, -4.308, -0.461], [-8.311, -5.886, -0.260], [-12.023, -6.010, 0.542], [-10.991, -4.638, 0.790], [-10.498, -7.485, 1.762], [-10.698, -6.015, 2.696], [-9.218, -6.258, 1.776], [-10.439, -7.110, -2.424], [-11.623, -7.500, -1.230], [-8.637, -8.062, -0.770], [-9.737, -9.182, -1.563], [-10.018, -8.740, 0.109]]}

No. 2
{"formula": "C40H82NO16PbS7", "method": "wB97M-V/def2-TZVPD", "charge": 0, "s_squared": 0.7525, "multiplicity": 2, "gap_ha": [0.154, 0.274], "symbols": ["Pb", "C", "C", "C", "O", "H", "H", "H", "H", "H", "H", "H", "C", "C", "C", "S", "O", "O", "C", "H", "H", "H", "H", "H", "H", "H", "H", "C", "C", "C", "S", "O", "O", "C", "H", "H", "H", "H", "H", "H", "H", "H", "C", "C", "C", "S", "O", "O", "C", "H", "H", "H", "H", "H", "H", "H", "H", "C", "C", "C", "S", "O", "O", "C", "H", "H", "H", "H", "H", "H", "H", "H", "C", "C", "C", "S", "O", "O", "C", "H", "H", "H", "H", "H", "H", "H", "H", "C", "C", "C", "S", "O", "O", "C", "H", "H", "H", "H", "H", "H", "H", "H", "C", "C", "C", "S", "O", "O", "C", "H", "H", "H", "H", "H", "H", "H", "H", "C", "C", "C", "C", "C", "C", "N", "O", "C", "C", "C", "H", "H", "H", "H", "H", "H", "H", "H", "H", "H", "H", "H", "H", "H", "H", "H", "H", "H", "H"], "positions_angstrom": [[11.865, 12.265, -13.817], [12.094, 12.978, -18.612], [11.852, 11.790, -17.747], [12.995, 10.743, -17.848], [11.602, 12.181, -16.402], [11.266, 13.674, -18.485], [12.006, 12.713, -19.666], [13.088, 13.404, -18.476], [10.940, 11.301, -18.088], [12.530, 9.832, -17.471], [13.923, 10.936, -17.311], [13.217, 10.372, -18.849], [9.071, 16.826, -15.740], [9.836, 18.103, -15.355], [11.290, 17.653, -14.851], [11.686, 15.998, -15.639], [11.729, 14.978, -14.626], [12.664, 15.971, -16.707], [10.029, 15.887, -16.519], [8.152, 16.948, -16.314], [8.769, 16.333, -14.816], [9.260, 18.715, -14.661], [9.986, 18.708, -16.248], [11.422, 17.438, -13.791], [12.150, 18.299, -15.028], [9.796, 14.824, -16.583], [10.301, 16.446, -17.414], [17.886, 11.045, -18.333], [16.787, 10.872, -19.451], [17.234, 9.580, -20.266], [18.637, 8.742, -19.260], [19.858, 9.308, -19.789], [18.509, 7.310, -19.005], [18.221, 9.723, -17.719], [17.619, 11.783, -17.577], [18.790, 11.359, -18.856], [16.659, 11.743, -20.093], [15.821, 10.511, -19.098], [17.484, 9.612, -21.327], [16.422, 8.855, -20.308], [19.090, 9.645, -17.066], [17.354, 9.327, -17.189], [13.726, 10.520, -21.787], [13.894, 9.216, -22.650], [13.387, 9.562, -24.039], [13.948, 11.331, -24.395], [12.852, 12.172, -24.779], [15.158, 11.240, -25.215], [14.293, 11.650, -22.594], [14.219, 10.306, -20.839], [12.658, 10.700, -21.666], [13.286, 8.462, -22.151], [14.885, 8.761, -22.648], [12.309, 9.703, -24.113], [13.677, 8.843, -24.805], [14.006, 12.627, -22.203], [15.382, 11.618, -22.590], [16.453, 15.516, -15.375], [15.785, 14.536, -16.397], [15.583, 13.231, -15.718], [15.401, 13.563, -13.881], [16.543, 12.874, -13.241], [14.043, 13.306, -13.366], [15.774, 15.338, -14.026], [16.556, 16.582, -15.576], [17.448, 15.073, -15.320], [16.448, 14.307, -17.231], [14.847, 14.924, -16.795], [16.215, 12.365, -15.914], [14.629, 12.772, -15.978], [16.221, 15.746, -13.119], [14.809, 15.788, -14.258], [13.904, 7.239, -12.750], [13.727, 6.774, -14.226], [13.585, 8.019, -15.120], [14.614, 9.374, -14.413], [13.856, 10.624, -14.133], [15.829, 9.531, -15.127], [14.868, 8.451, -12.806], [14.397, 6.427, -12.216], [12.934, 7.542, -12.355], [12.951, 6.008, -14.258], [14.538, 6.214, -14.692], [12.590, 8.407, -14.903], [13.616, 7.967, -16.208], [15.052, 9.108, -11.957], [15.808, 7.927, -12.981], [6.337, 11.116, -15.447], [7.498, 10.936, -16.463], [8.064, 12.396, -16.570], [8.003, 13.126, -14.805], [7.172, 14.335, -14.744], [9.385, 13.104, -14.203], [7.068, 11.715, -14.150], [5.768, 10.245, -15.120], [5.657, 11.762, -16.001], [7.186, 10.486, -17.406], [8.166, 10.130, -16.158], [7.335, 12.984, -17.127], [8.997, 12.636, -17.081], [6.497, 12.113, -13.310], [7.876, 11.082, -13.782], [15.221, 16.310, -19.682], [15.916, 17.042, -20.853], [14.808, 17.592, -21.800], [13.564, 16.270, -21.797], [13.725, 15.375, -22.936], [12.237, 16.810, -21.476], [14.210, 15.365, -20.323], [14.842, 17.060, -18.988], [15.918, 15.673, -19.138], [16.581, 16.294, -21.284], [16.550, 17.840, -20.466], [15.111, 17.877, -22.808], [14.344, 18.356, -21.176], [14.703, 14.497, -20.761], [13.355, 15.213, -19.664], [6.534, 11.587, -20.561], [7.529, 11.850, -21.690], [6.604, 12.402, -22.762], [7.424, 13.028, -23.861], [8.468, 14.079, -23.362], [9.339, 13.589, -22.200], [8.570, 12.774, -21.232], [9.271, 12.374, -20.121], [10.597, 12.861, -22.754], [9.915, 14.858, -21.453], [8.147, 10.537, -22.183], [6.069, 12.479, -20.143], [5.709, 10.884, -20.681], [7.050, 11.264, -19.657], [6.087, 11.574, -23.246], [5.807, 13.034, -22.369], [7.931, 12.286, -24.477], [6.759, 13.536, -24.560], [8.026, 15.063, -23.200], [9.132, 14.104, -24.226], [10.298, 12.053, -23.422], [11.170, 12.418, -21.940], [11.301, 13.526, -23.253], [9.222, 15.040, -20.631], [10.071, 15.764, -22.038], [10.822, 14.563, -20.925], [9.152, 10.395, -21.786], [7.695, 9.666, -21.708], [8.271, 10.385, -23.255], [9.215, 13.217, -19.666]]}

No. 3
{"formula": "C40H82NO32", "method": "wB97M-V/def2-TZVPD", "charge": 1, "multiplicity": 1, "gap_ha": 0.318, "symbols": ["C", "C", "O", "C", "C", "O", "C", "C", "O", "C", "C", "N", "C", "C", "O", "C", "C", "O", "C", "H", "H", "H", "H", "H", "H", "H", "H", "H", "H", "H", "H", "H", "H", "H", "H", "H", "H", "H", "H", "H", "H", "H", "H", "H", "H", "H", "H", "C", "O", "C", "O", "O", "C", "H", "H", "H", "H", "H", "H", "C", "O", "C", "O", "O", "C", "H", "H", "H", "H", "H", "H", "C", "O", "C", "O", "O", "C", "H", "H", "H", "H", "H", "H", "C", "O", "C", "O", "O", "C", "H", "H", "H", "H", "H", "H", "C", "O", "C", "O", "O", "C", "H", "H", "H", "H", "H", "H", "C", "O", "C", "O", "O", "C", "H", "H", "H", "H", "H", "H", "C", "O", "C", "O", "O", "C", "H", "H", "H", "H", "H", "H", "C", "O", "C", "O", "O", "C", "H", "H", "H", "H", "H", "H", "C", "O", "C", "O", "O", "C", "H", "H", "H", "H", "H", "H"], "positions_angstrom": [[7.000, -4.866, -0.338], [5.353, -4.868, -0.625], [4.574, -5.468, 0.470], [3.193, -5.826, 0.005], [2.226, -4.502, 0.037], [0.932, -4.691, -0.700], [1.067, -3.814, -1.876], [-0.250, -3.772, -2.859], [0.279, -3.527, -4.240], [0.670, -2.110, -4.399], [2.041, -1.931, -5.329], [2.266, -0.420, -5.544], [3.445, -0.341, -6.533], [4.816, -1.024, -5.944], [4.530, -1.530, -4.592], [3.398, -2.515, -4.622], [3.972, -3.915, -5.280], [3.768, -4.040, -6.730], [3.604, -5.433, -7.164], [7.485, -3.992, -0.989], [7.479, -5.892, -0.670], [7.249, -4.588, 0.790], [5.051, -3.714, -0.664], [5.118, -5.356, -1.676], [3.256, -6.368, -1.031], [2.769, -6.597, 0.804], [1.899, -4.196, 1.143], [2.859, -3.603, -0.380], [1.948, -4.281, -2.532], [1.290, -2.680, -1.580], [-1.059, -2.978, -2.568], [-0.806, -4.824, -2.919], [0.708, -1.501, -3.398], [-0.199, -1.609, -5.047], [1.796, -2.368, -6.386], [1.374, -0.059, -5.951], [2.460, 0.062, -4.638], [3.629, 0.796, -6.743], [3.115, -0.970, -7.463], [5.606, -0.140, -5.822], [5.314, -1.812, -6.651], [3.179, -2.745, -3.472], [5.153, -3.882, -5.113], [3.613, -4.866, -4.657], [3.198, -6.170, -6.352], [4.622, -5.804, -7.663], [2.810, -5.463, -8.055], [-0.179, -2.236, 0.696], [-1.029, -1.248, 0.117], [-1.258, -0.173, 0.913], [-0.808, -0.003, 2.036], [-2.074, 0.680, 0.244], [-2.403, 1.866, 0.966], [-0.065, -3.049, -0.027], [0.811, -1.819, 0.904], [-0.628, -2.646, 1.607], [-1.501, 2.446, 1.185], [-2.940, 1.620, 1.888], [-3.059, 2.474, 0.337], [2.271, 4.610, -5.471], [2.653, 4.139, -6.762], [2.678, 5.097, -7.722], [2.409, 6.278, -7.564], [3.053, 4.515, -8.888], [3.124, 5.411, -9.996], [2.285, 3.761, -4.783], [2.982, 5.359, -5.108], [1.255, 5.018, -5.494], [3.869, 6.192, -9.814], [2.142, 5.851, -10.199], [3.433, 4.839, -10.875], [-2.850, 0.190, 4.936], [-3.845, -0.115, 5.911], [-5.069, 0.406, 5.642], [-5.361, 1.085, 4.671], [-5.910, 0.041, 6.642], [-7.244, 0.523, 6.491], [-1.913, -0.276, 5.251], [-3.128, -0.221, 3.960], [-2.692, 1.271, 4.871], [-7.697, 0.125, 5.578], [-7.262, 1.617, 6.489], [-7.829, 0.171, 7.346], [2.409, 0.567, 3.464], [3.750, 0.203, 3.788], [4.032, -1.112, 3.604], [3.254, -1.962, 3.200], [5.328, -1.316, 3.948], [5.768, -2.665, 3.804], [2.296, 1.638, 3.648], [2.203, 0.376, 2.406], [1.699, 0.031, 4.101], [5.696, -2.985, 2.760], [5.192, -3.330, 4.455], [6.818, -2.713, 4.107], [3.799, 1.377, -11.520], [4.181, 0.905, -12.811], [4.206, 1.864, -13.771], [3.937, 3.044, -13.613], [4.581, 1.281, -14.938], [4.652, 2.178, -16.045], [3.813, 0.527, -10.832], [4.510, 2.126, -11.157], [2.783, 1.785, -11.543], [5.397, 2.958, -15.863], [3.670, 2.618, -16.249], [4.961, 1.605, -16.924], [-8.327, 4.414, 5.474], [-9.322, 4.108, 6.449], [-10.545, 4.630, 6.180], [-10.838, 5.309, 5.209], [-11.387, 4.265, 7.180], [-12.721, 4.746, 7.030], [-7.390, 3.947, 5.790], [-8.604, 4.003, 4.498], [-8.168, 5.495, 5.409], [-13.174, 4.349, 6.116], [-12.738, 5.841, 7.027], [-13.306, 4.395, 7.884], [-11.931, 2.023, 4.791], [-10.972, 1.160, 4.183], [-11.249, 0.837, 2.895], [-12.216, 1.215, 2.253], [-10.264, 0.019, 2.446], [-10.425, -0.405, 1.093], [-11.610, 2.216, 5.818], [-11.981, 2.980, 4.261], [-12.915, 1.545, 4.822], [-10.414, 0.454, 0.415], [-11.349, -0.981, 0.977], [-9.581, -1.054, 0.840], [-3.427, 3.894, 7.584], [-2.155, 4.370, 8.021], [-1.407, 4.939, 7.043], [-1.731, 5.066, 5.873], [-0.234, 5.344, 7.593], [0.661, 5.967, 6.673], [-3.939, 3.458, 8.446], [-4.037, 4.718, 7.201], [-3.307, 3.114, 6.825], [0.214, 6.874, 6.254], [0.944, 5.270, 5.878], [1.565, 6.250, 7.221], [5.562, -2.122, 7.032], [5.241, -2.903, 8.182], [6.285, -3.112, 9.023], [7.424, -2.699, 8.870], [5.842, -3.862, 10.064], [6.841, -4.163, 11.037], [4.655, -2.018, 6.431], [5.897, -1.122, 7.326], [6.322, -2.624, 6.424], [7.228, -3.245, 11.490], [7.652, -4.747, 10.589], [6.377, -4.766, 11.822]]}